# 1
The following is a DFT calculation (ωB97M-V/def2-TZVPD) of 2 unconnected molecules or ions with the total composition C4H12N2O.

Each line ends with the Mulliken charge.
Atoms and positions in Å:
1 N 0.72325 1.29963 -1.14248  -0.483
2 H 1.56617 0.96729 -1.57375  0.189
3 H -0.68709 1.84738 1.79375  0.353
4 H 2.87278 0.41825 -0.03033  0.303
5 H -2.43262 -3.81058 -1.20360  0.324
6 H -3.64387 -4.54471 -0.51098  0.319
7 O -2.85848 -4.66510 -1.03556  -0.644
8 H -1.80527 2.73263 -0.74674  0.211
9 H 2.86010 -0.07684 1.61820  0.288
10 C 2.50252 -0.40115 0.62260  -1.026
11 C 0.36872 0.99849 0.17933  0.319
12 C -0.62190 1.74255 0.73215  -0.330
13 H 0.28392 2.09850 -1.55397  0.132
14 C 0.96356 -0.37607 0.54232  -0.559
15 H 0.62013 -0.82967 -0.38616  0.306
16 H -2.36824 2.68188 0.73572  0.261
17 N -1.87110 2.11131 0.05714  -0.567
18 H 2.93435 -1.38107 0.42619  0.279
19 H 0.59308 -0.81271 1.47617  0.324

Total energy (a.u.): -344.2794
Kohn-Sham gap (eV): 7.73
Net charge: 0
ΔE to the lowest compared entry with this formula, charge and spin (kcal/mol): 66.3
SMILES: CC/C(N)=C/N.O
HOMO level (hartree): -0.2533


# 2
The following is a DFT calculation (ωB97M-V/def2-TZVPD) of 2 unconnected molecules or ions with the total composition C3H9N2O2.

Each line ends with the Mulliken charge.
Atoms and positions in Å:
1 H 0.62157 0.22865 -1.98346  0.351
2 O 1.29491 0.41602 -0.47913  -0.728
3 H -1.00793 0.29848 -2.56241  0.231
4 H 0.85703 -1.91891 0.28806  0.386
5 H -0.81151 1.94157 0.72435  0.446
6 H 1.56764 -1.12576 1.41804  0.469
7 H -0.86149 0.97794 2.17089  0.322
8 O -2.02137 -0.33743 0.08491  -0.074
9 C -0.94682 -0.18499 -0.14871  0.307
10 H 0.00640 -1.51578 1.91797  0.360
11 N 0.38207 0.21301 0.35249  0.794
12 N -0.22241 -0.27685 -2.41209  -0.625
13 H 0.62518 1.83018 1.58573  0.406
14 H 0.11099 -0.73395 -3.24386  0.254
15 C -0.25231 1.29531 1.28230  -0.897
16 C 0.65805 -1.10748 1.00490  -1.005

Total energy (a.u.): -379.2034
Kohn-Sham gap (eV): 9.22
Net charge: +1
ΔE to the lowest compared entry with this formula, charge and spin (kcal/mol): 189.1
HOMO level (hartree): -0.5482


Q: Among the records above, which one has the lowest Kohn-Sham gap?
A: C4H12N2O


Q: Among the records above, which one has the highest net charge?
A: C3H9N2O2